CH3ClN2O2 in the gas phase in a non-equilibrium geometry, computed with ωB97M-V/def2-TZVPD.

Last column: Mulliken charge in e.
Positions of all 9 atoms, in Å:
N  0.94886  0.25863  -1.21132  -0.512
H  -0.17302  -0.91337  -0.15377  0.292
N  2.11610  -0.07312  -0.94433  1.093
H  -0.79415  0.62261  -0.48118  0.304
Cl  4.90097  -0.21777  -1.97527  0.075
O  3.15596  -0.01686  -2.16660  -0.354
H  0.65613  0.35657  0.84180  0.253
C  0.01488  0.06758  -0.12924  -0.585
O  2.55875  -0.53000  0.09228  -0.566

Values from the calculation:
HOMO energy   -10.596 eV
Structure (SMILES)   C/N=[N+](\[O-])OCl
Charge   0
Electronic energy   -759.84144 Eh
Relative energy (zero: lowest compared OMol25 entry of this formula, charge and spin)   446.3 kJ/mol